(1)
A 7-piece molecular cluster, C70H89N11O4 overall in a non-equilibrium geometry, computed with wB97M-V/def2-TZVPD.

- Spin multiplicity: 1
- Total charge: +8
- Lowest unoccupied orbital energy: -15.8 eV
- Frontier orbital gap: 1.586 eV
- E: -3620.572371 Eh

Geometry as XYZ:
```
174
C70H89N11O4, DFT wB97M-V/def2-TZVPD
C -11.127 -1.562 -17.127
C -10.083 -1.339 -15.999
C -8.698 -1.314 -16.647
C -8.262 0.005 -17.265
C -8.435 1.097 -16.291
C -9.891 1.217 -15.772
N -10.324 -0.092 -15.259
O -11.531 -0.066 -14.677
C -10.850 1.862 -16.801
C -9.902 2.155 -14.539
C -10.032 -2.534 -15.052
H -12.164 -1.447 -16.816
H -10.905 -2.506 -17.623
H -11.060 -0.800 -17.908
H -8.729 -1.978 -17.517
H -7.946 -1.809 -16.025
H -8.625 0.301 -18.251
H -7.201 -0.109 -17.527
H -8.097 2.092 -16.597
H -7.795 0.994 -15.402
H -10.710 2.940 -16.890
H -11.893 1.743 -16.508
H -10.791 1.448 -17.808
H -10.833 2.641 -14.258
H -9.129 2.924 -14.636
H -9.510 1.576 -13.697
H -11.045 -2.668 -14.672
H -9.345 -2.239 -14.252
H -9.616 -3.429 -15.513
O -7.582 -0.245 -12.797
C -6.297 0.071 -12.514
O -5.990 1.279 -12.752
O -5.511 -0.785 -12.009
H -7.816 0.622 -13.180
C -4.698 -11.199 -8.722
N -4.419 -9.745 -9.058
C -3.191 -9.427 -9.564
C -2.877 -8.128 -9.899
C -3.849 -7.129 -9.729
C -5.035 -7.514 -9.121
C -5.357 -8.825 -8.778
C -3.607 -5.759 -10.227
C -4.360 -4.670 -9.697
C -4.071 -3.404 -10.199
N -3.099 -3.181 -11.101
C -2.418 -4.187 -11.643
C -2.717 -5.494 -11.310
C -2.718 -1.779 -11.496
H -4.011 -11.843 -9.264
H -5.713 -11.448 -9.025
H -4.582 -11.222 -7.640
H -2.463 -10.212 -9.715
H -1.930 -7.886 -10.361
H -5.728 -6.744 -8.807
H -6.309 -9.089 -8.342
H -5.016 -4.716 -8.842
H -4.650 -2.571 -9.827
H -1.732 -3.897 -12.427
H -2.208 -6.277 -11.853
H -1.638 -1.683 -11.410
H -3.172 -1.215 -10.686
H -3.170 -1.526 -12.450
C -12.540 6.894 -8.595
N -12.090 5.509 -8.818
C -12.618 4.474 -8.100
C -12.368 3.192 -8.465
C -11.565 2.859 -9.561
C -11.028 3.956 -10.250
C -11.360 5.258 -9.923
C -11.117 1.502 -9.833
C -10.805 0.611 -8.802
C -10.418 -0.671 -9.191
N -10.197 -1.041 -10.468
C -10.337 -0.116 -11.474
C -10.806 1.133 -11.162
C -9.718 -2.390 -10.831
H -12.340 7.553 -9.434
H -12.003 7.322 -7.746
H -13.584 6.943 -8.292
H -13.231 4.894 -7.314
H -12.842 2.464 -7.818
H -10.324 3.790 -11.053
H -11.033 6.153 -10.431
H -11.012 0.866 -7.773
H -10.335 -1.484 -8.482
H -10.286 -0.503 -12.484
H -11.053 1.804 -11.972
H -8.681 -2.239 -11.138
H -10.306 -2.810 -11.642
H -9.750 -2.996 -9.930
C -4.597 -10.476 -17.630
N -4.478 -9.084 -17.133
C -4.013 -8.126 -17.986
C -4.004 -6.794 -17.580
C -4.379 -6.442 -16.280
C -4.665 -7.476 -15.388
C -4.824 -8.766 -15.881
C -4.439 -5.009 -15.894
C -3.267 -4.241 -15.912
C -3.360 -2.855 -15.740
N -4.565 -2.284 -15.590
C -5.717 -2.991 -15.466
C -5.625 -4.370 -15.552
C -4.598 -0.753 -15.527
H -5.260 -10.491 -18.497
H -5.099 -11.071 -16.872
H -3.624 -10.818 -17.976
H -3.945 -8.390 -19.033
H -3.732 -6.075 -18.340
H -4.765 -7.279 -14.330
H -5.006 -9.580 -15.194
H -2.318 -4.624 -16.264
H -2.516 -2.181 -15.763
H -6.591 -2.424 -15.176
H -6.558 -4.913 -15.460
H -5.601 -0.477 -15.848
H -3.947 -0.301 -16.272
H -4.326 -0.567 -14.490
C -10.371 3.704 -0.345
N -9.613 3.384 -1.593
C -9.876 4.128 -2.678
C -9.259 3.833 -3.884
C -8.495 2.643 -3.984
C -8.252 1.820 -2.840
C -8.879 2.276 -1.678
C -7.942 2.238 -5.281
C -6.595 1.896 -5.373
C -6.126 1.553 -6.646
N -6.886 1.604 -7.740
C -8.175 1.991 -7.649
C -8.754 2.343 -6.442
C -6.350 1.193 -9.052
H -11.400 3.940 -0.604
H -9.942 4.611 0.084
H -10.236 2.896 0.368
H -10.404 5.052 -2.489
H -9.348 4.433 -4.777
H -7.765 0.863 -2.939
H -8.811 1.664 -0.788
H -5.917 1.805 -4.537
H -5.115 1.208 -6.803
H -8.587 2.106 -8.642
H -9.720 2.812 -6.334
H -6.391 2.089 -9.673
H -6.890 0.350 -9.472
H -5.274 1.033 -9.037
C -5.250 8.264 -21.014
N -5.038 7.379 -19.821
C -4.507 6.177 -20.047
C -4.222 5.313 -18.991
C -4.507 5.706 -17.689
C -4.980 7.017 -17.482
C -5.285 7.813 -18.571
C -4.177 4.848 -16.507
C -5.078 4.670 -15.459
C -4.667 4.016 -14.299
N -3.474 3.443 -14.261
C -2.593 3.488 -15.285
C -2.919 4.210 -16.452
C -3.152 2.574 -13.104
H -5.661 9.221 -20.702
H -5.746 7.664 -21.770
H -4.252 8.554 -21.349
H -4.127 6.056 -21.053
H -3.849 4.316 -19.177
H -5.125 7.401 -16.483
H -5.600 8.841 -18.458
H -6.010 5.203 -15.593
H -5.312 3.877 -13.445
H -1.641 3.016 -15.093
H -2.194 4.325 -17.244
H -2.114 2.722 -12.819
H -3.402 1.577 -13.475
H -3.865 2.622 -12.286
```

=====

(2)
C71H128Cl15N9O6 as an isolated structure in a non-equilibrium geometry, computed with wB97M-V/def2-TZVPD.

- Spin multiplicity: 7
- Total charge: 0
- Lowest unoccupied orbital energy (alpha / beta): 0.2 / -0.8 eV
- Frontier orbital gap (alpha / beta): 8.185 / 7.178 eV
- E: -10628.391462 Eh

Geometry as XYZ:
```
229
C71H128Cl15N9O6, DFT wB97M-V/def2-TZVPD
C 0.646 -13.951 11.062
Cl 1.557 -12.959 9.855
Cl 1.484 -15.415 11.512
Cl -0.933 -14.351 10.404
H 0.453 -13.343 11.946
C 6.936 -17.999 14.272
Cl 8.670 -18.302 14.103
Cl 6.234 -19.088 15.481
Cl 6.170 -18.019 12.711
H 6.781 -16.985 14.641
C 2.895 -5.129 16.542
Cl 1.906 -5.137 18.080
Cl 3.850 -3.625 16.449
Cl 1.983 -5.132 14.985
H 3.563 -5.983 16.426
C 4.505 -13.088 18.558
Cl 3.349 -13.489 19.942
Cl 4.212 -11.405 18.103
Cl 4.149 -14.289 17.250
H 5.494 -13.205 19.002
C 1.494 -17.773 16.619
Cl 0.166 -17.201 15.645
Cl 1.117 -17.088 18.168
Cl 2.899 -17.076 15.917
H 1.639 -18.844 16.755
C 9.149 -14.574 19.344
C 9.920 -14.527 17.987
C 11.182 -13.748 18.378
C 12.235 -13.783 17.291
C 12.685 -15.222 16.985
C 11.460 -16.078 16.602
N 10.346 -15.885 17.510
O 9.176 -16.807 17.413
C 11.034 -15.693 15.243
C 11.884 -17.656 16.731
C 9.113 -13.720 16.963
H 8.127 -14.923 19.196
H 9.119 -13.648 19.919
H 9.779 -15.154 20.017
H 11.034 -12.692 18.604
H 11.672 -14.161 19.260
H 13.149 -13.314 17.656
H 11.963 -13.156 16.442
H 13.157 -15.675 17.857
H 13.414 -15.260 16.175
H 10.797 -14.629 15.245
H 11.796 -15.858 14.482
H 10.081 -16.160 14.992
H 11.766 -18.038 17.745
H 11.280 -18.328 16.120
H 12.893 -17.905 16.403
H 8.540 -14.211 16.177
H 9.633 -12.877 16.507
H 8.423 -13.014 17.424
C 7.316 -16.182 5.397
C 7.435 -15.226 6.534
C 6.059 -15.201 7.259
C 5.955 -16.445 8.128
C 6.916 -16.298 9.264
C 8.369 -16.393 8.697
N 8.522 -15.504 7.483
O 9.874 -15.698 6.895
C 9.063 -15.804 9.906
C 8.732 -17.875 8.610
C 7.618 -13.780 6.065
H 7.175 -17.217 5.709
H 8.255 -16.383 4.881
H 6.675 -15.827 4.591
H 5.937 -14.341 7.918
H 5.266 -15.204 6.512
H 6.177 -17.344 7.553
H 4.952 -16.517 8.547
H 6.679 -17.098 9.965
H 6.681 -15.362 9.772
H 10.095 -15.534 9.684
H 8.583 -14.870 10.196
H 8.988 -16.520 10.725
H 8.377 -18.480 9.444
H 8.299 -18.131 7.643
H 9.785 -18.122 8.481
H 6.691 -13.330 5.710
H 8.297 -13.860 5.216
H 8.040 -13.004 6.703
C 9.899 -5.924 7.253
C 8.528 -6.535 7.364
C 8.076 -6.748 5.900
C 6.805 -7.548 5.645
C 6.914 -8.874 6.324
C 7.402 -8.844 7.814
N 8.573 -7.918 8.031
O 9.061 -7.667 9.439
C 6.246 -8.545 8.835
C 7.768 -10.309 8.091
C 7.537 -5.467 7.886
H 10.711 -6.551 6.883
H 10.336 -5.562 8.184
H 9.844 -5.039 6.620
H 7.900 -5.789 5.414
H 8.949 -7.166 5.400
H 6.702 -7.738 4.576
H 5.889 -7.002 5.874
H 7.674 -9.507 5.867
H 5.985 -9.401 6.104
H 5.526 -7.830 8.437
H 5.456 -9.270 9.029
H 6.638 -8.374 9.837
H 8.567 -10.749 7.494
H 8.074 -10.408 9.133
H 6.885 -10.902 7.853
H 7.549 -5.382 8.973
H 6.530 -5.880 7.938
H 7.545 -4.482 7.421
C -3.347 -4.574 13.170
C -1.907 -4.762 13.759
C -1.676 -3.893 14.981
C -2.169 -4.574 16.285
C -1.631 -5.976 16.443
C -1.910 -6.852 15.290
N -1.487 -6.204 13.990
O -1.609 -7.133 12.802
C -0.994 -8.060 15.565
C -3.331 -7.450 15.209
C -0.924 -4.193 12.686
H -4.027 -4.067 13.854
H -3.896 -5.500 13.000
H -3.457 -3.829 12.383
H -0.603 -3.947 15.167
H -1.939 -2.840 14.884
H -3.249 -4.640 16.151
H -2.091 -4.037 17.231
H -1.965 -6.548 17.309
H -0.566 -5.921 16.669
H 0.043 -7.841 15.819
H -1.341 -8.674 16.397
H -0.959 -8.808 14.773
H -3.506 -7.982 14.274
H -3.352 -8.303 15.887
H -4.181 -6.774 15.297
H -1.214 -4.666 11.748
H 0.080 -4.449 13.024
H -1.069 -3.113 12.656
C 4.251 -13.466 13.517
C 5.608 -13.119 12.804
C 5.343 -12.791 11.319
C 4.749 -11.416 11.035
C 5.707 -10.449 11.673
C 5.881 -10.660 13.204
N 6.341 -12.001 13.492
O 6.695 -12.334 14.842
C 6.995 -9.736 13.648
C 4.590 -10.160 13.969
C 6.378 -14.439 12.743
H 4.083 -13.139 14.543
H 4.125 -14.532 13.707
H 3.377 -13.060 13.009
H 6.174 -12.781 10.613
H 4.553 -13.457 10.972
H 3.716 -11.271 11.350
H 4.839 -11.257 9.960
H 5.317 -9.442 11.521
H 6.670 -10.490 11.164
H 7.898 -10.119 13.171
H 6.998 -8.670 13.422
H 7.258 -9.744 14.706
H 3.709 -10.770 13.768
H 4.736 -10.191 15.049
H 4.369 -9.110 13.780
H 7.251 -14.314 12.103
H 5.673 -15.148 12.308
H 6.838 -14.779 13.671
C 9.616 -12.078 11.325
C 10.911 -11.768 12.045
C 11.904 -12.943 11.949
C 12.674 -12.932 10.585
C 13.444 -11.549 10.639
C 12.553 -10.317 10.644
N 11.550 -10.439 11.734
O 10.721 -9.231 12.014
C 13.477 -9.078 10.856
C 11.899 -10.185 9.213
C 10.681 -11.755 13.643
H 9.373 -13.139 11.266
H 9.784 -11.954 10.256
H 8.714 -11.616 11.727
H 12.527 -12.950 12.843
H 11.494 -13.941 12.103
H 12.038 -13.095 9.715
H 13.440 -13.706 10.552
H 14.130 -11.400 9.806
H 14.135 -11.579 11.482
H 12.979 -8.109 10.856
H 13.867 -9.142 11.872
H 14.380 -9.103 10.246
H 11.394 -11.085 8.864
H 11.223 -9.331 9.258
H 12.663 -9.946 8.473
H 11.606 -11.632 14.208
H 10.076 -12.576 14.029
H 10.156 -10.853 13.959
N 2.913 -7.544 8.623
C 3.099 -7.916 9.952
C 2.461 -9.103 10.194
C 2.204 -9.626 8.958
C 2.511 -8.684 8.026
H 3.404 -6.750 8.239
H 3.571 -7.175 10.580
H 2.523 -9.683 11.103
H 1.885 -10.646 8.801
H 2.538 -8.639 6.947
N -1.129 -11.926 13.865
C -1.038 -13.151 14.411
C 0.245 -13.229 14.964
C 0.987 -12.029 14.698
C 0.134 -11.358 14.001
H -1.915 -11.465 13.429
H -1.887 -13.807 14.286
H 0.508 -14.177 15.409
H 1.993 -11.682 14.880
H 0.185 -10.419 13.471
N 8.436 -4.469 11.362
C 7.565 -4.695 12.342
C 6.757 -3.549 12.482
C 7.187 -2.606 11.561
C 8.292 -3.174 10.943
H 9.171 -5.147 11.222
H 7.778 -5.556 12.959
H 5.964 -3.452 13.209
H 6.834 -1.590 11.471
H 8.898 -2.804 10.129
```